Record 1
Here is a 9-piece molecular cluster, C20H54F3O10S8 overall from the Open Molecules 2025 dataset. Energies are from ωB97M-V with the def2-TZVPD basis set.

Structure (XYZ):
```
95
Properties=species:S:1:pos:R:3:mulliken_charge:R:1
C -0.62 -0.77 1.02 -0.0615
O 0.53 -0.02 1.48 -0.1000
O -1.25 -1.30 1.95 -0.6737
C -1.44 0.26 0.12 0.9431
F -2.10 -0.33 -0.91 -0.2969
F -2.39 0.89 0.83 -0.1915
F -0.75 1.26 -0.50 -0.3761
C 1.65 0.16 0.66 0.7530
C 2.62 1.16 1.30 -1.1862
H 2.64 1.95 0.53 -0.1050
H 2.23 1.76 2.12 0.3177
H 3.65 0.82 1.35 0.4635
H 1.50 0.27 -0.42 0.1357
H 2.25 -0.78 0.70 -0.2809
H -0.24 -1.50 0.23 -0.0615
C -3.12 2.14 -2.95 -0.5527
S -3.10 3.90 -2.47 0.3272
O -2.00 4.15 -1.50 -0.4734
C -2.36 4.56 -4.01 -0.9422
H -3.99 1.94 -3.58 0.4489
H -3.22 1.68 -1.97 -0.1967
H -2.21 1.86 -3.47 0.4017
H -1.66 3.81 -4.37 0.2713
H -1.92 5.51 -3.73 0.3059
H -3.18 4.66 -4.73 0.3738
C -5.22 -1.07 -2.08 -0.9230
S -5.36 -0.48 -0.38 0.6205
O -6.75 -0.12 -0.01 -0.6903
C -4.92 -2.01 0.38 -0.8787
H -4.16 -1.14 -2.33 0.2127
H -5.79 -0.45 -2.76 0.3486
H -5.50 -2.13 -2.15 0.3719
H -5.58 -2.85 0.17 0.5144
H -4.74 -1.89 1.45 0.4089
H -3.88 -2.27 0.11 -0.0477
C 0.22 3.90 1.11 -0.2410
S 1.22 5.35 0.84 0.3361
O 2.63 4.84 0.88 -0.5831
C 0.87 5.65 -0.90 -0.9067
H 0.22 3.70 2.18 0.3657
H 0.62 3.02 0.61 -0.3435
H -0.82 4.00 0.81 0.3650
H 1.64 6.36 -1.22 0.4290
H -0.13 6.06 -1.00 0.3212
H 0.98 4.76 -1.51 0.2167
C -1.57 -4.07 -0.66 -0.3651
S -1.68 -5.20 0.76 0.3605
O -1.12 -4.54 1.93 -0.4290
C -3.50 -5.22 0.82 -0.8733
H -0.72 -4.39 -1.27 0.4184
H -1.48 -3.05 -0.30 -0.3672
H -2.44 -4.12 -1.32 0.4072
H -3.94 -5.35 -0.16 0.3607
H -3.78 -4.27 1.29 0.0728
H -3.85 -6.04 1.44 0.4282
C -1.88 1.42 3.75 -0.8199
S -3.38 0.50 4.04 0.7583
O -2.99 -0.53 5.03 -0.7098
C -4.25 1.84 4.89 -1.1006
H -1.66 2.05 4.63 0.6653
H -2.02 2.17 2.96 0.1643
H -1.04 0.80 3.48 -0.0296
H -3.54 2.23 5.63 0.3363
H -5.15 1.50 5.39 0.3413
H -4.43 2.59 4.12 0.3118
C 4.39 1.77 -1.62 -0.7341
S 5.74 1.40 -0.51 0.5912
O 6.80 0.72 -1.30 -0.6472
C 6.38 3.08 -0.39 -1.0080
H 3.73 0.93 -1.87 -0.1036
H 4.85 2.11 -2.55 0.5263
H 3.73 2.57 -1.27 0.3427
H 5.70 3.77 0.12 0.3079
H 6.40 3.42 -1.43 0.3209
H 7.40 3.06 -0.03 0.3656
C 5.37 -1.63 -3.02 -0.7032
S 4.08 -2.88 -2.97 0.3672
O 4.32 -3.70 -1.76 -0.5630
C 2.67 -1.77 -2.72 -0.4127
H 6.33 -2.11 -3.22 0.3715
H 5.39 -1.15 -2.04 0.0197
H 5.28 -0.82 -3.74 0.3609
H 1.80 -2.27 -3.14 0.4005
H 2.81 -0.83 -3.25 0.3154
H 2.51 -1.67 -1.65 -0.1638
C 1.99 -3.11 2.40 -0.5670
S 2.22 -4.78 3.03 0.3389
O 0.89 -5.33 3.37 -0.5516
C 2.60 -5.48 1.40 -0.7851
H 1.00 -2.97 1.97 0.0912
H 2.72 -2.97 1.58 0.1929
H 2.18 -2.25 3.05 0.4144
H 3.55 -5.04 1.06 0.3455
H 1.86 -5.08 0.71 0.0910
H 2.65 -6.56 1.47 0.4050
```

net charge = -1
E_LUMO = 1.808 eV
Kohn-Sham gap = 6.596 eV
energy above the lowest of the compared OMol25 structures with the same formula, charge and spin = 0.00 kcal per mole
HOMO = -4.79 eV

Record 2
Here is C20H55BBr4NO6PdS6 as an isolated structure from the Open Molecules 2025 dataset. Energies are from ωB97M-V with the def2-TZVPD basis set.

Structure (XYZ):
```
94
Properties=species:S:1:pos:R:3:lowdin_spin:R:1
Pd 1.41 1.20 -0.34 1.8894
B -0.13 -0.32 0.30 0.1531
H -0.80 -1.15 0.40 0.0500
H 0.33 -0.36 -0.68 0.0843
H -0.61 0.65 0.32 0.0148
H 0.72 -0.40 0.96 0.0150
C -1.43 -3.63 -1.17 0.0008
C -0.29 -4.41 -1.84 0.0001
C -0.32 -5.92 -1.48 0.0000
C -0.79 -6.22 -0.16 0.0000
N -1.17 -6.39 0.93 0.0000
H -1.30 -3.56 -0.09 0.0005
H -2.37 -4.14 -1.39 0.0000
H -1.54 -2.63 -1.58 0.0001
H 0.66 -3.95 -1.53 0.0000
H -0.39 -4.27 -2.92 0.0000
H 0.73 -6.21 -1.38 0.0000
H -0.86 -6.33 -2.33 0.0000
C 0.38 0.71 -4.84 0.0007
S 1.86 0.27 -3.82 0.0372
O 1.65 0.83 -2.37 0.1168
C 1.29 -1.51 -3.66 0.0076
H -0.45 0.73 -4.14 0.0006
H 0.18 0.08 -5.71 -0.0002
H 0.61 1.73 -5.13 0.0001
H 1.02 -1.91 -4.64 -0.0001
H 0.39 -1.50 -3.04 0.0014
H 2.10 -2.06 -3.19 0.0000
C 0.37 5.20 -2.10 0.0023
S 0.31 3.53 -2.80 0.0152
O -0.11 2.61 -1.66 0.1078
C -1.21 3.75 -3.79 0.0119
H 1.10 5.21 -1.29 0.0001
H -0.65 5.36 -1.74 0.0000
H 0.71 5.93 -2.83 0.0000
H -1.01 4.48 -4.57 0.0011
H -1.93 4.07 -3.04 0.0000
H -1.44 2.88 -4.41 0.0002
C 1.34 0.61 3.53 0.0102
S 3.02 0.79 2.82 0.0296
O 2.64 1.28 1.42 0.1475
C 3.49 2.37 3.73 0.0078
H 1.40 0.00 4.43 -0.0001
H 0.61 0.16 2.85 0.0008
H 0.89 1.59 3.71 0.0003
H 3.20 3.32 3.29 0.0003
H 4.57 2.36 3.83 0.0003
H 3.22 2.37 4.79 0.0009
C 3.04 -2.91 -0.44 -0.0001
S 3.96 -1.48 -1.08 0.0145
O 3.10 -0.31 -0.61 0.0672
C 5.43 -1.55 0.07 0.0064
H 3.17 -3.08 0.63 0.0000
H 3.31 -3.81 -0.99 0.0001
H 1.96 -2.82 -0.53 0.0001
H 6.13 -2.35 -0.17 0.0014
H 4.94 -1.80 1.01 0.0001
H 5.91 -0.59 0.24 0.0000
C -3.93 -0.87 -0.59 0.0005
S -4.68 0.67 -1.35 0.0002
O -4.47 1.76 -0.30 0.0001
C -3.27 0.84 -2.53 0.0002
H -2.98 -0.55 -0.15 0.0006
H -3.80 -1.57 -1.41 0.0000
H -4.67 -1.17 0.15 0.0000
H -2.28 0.73 -2.10 0.0001
H -3.36 1.78 -3.07 0.0000
H -3.30 0.11 -3.34 0.0000
C -1.77 3.52 0.56 -0.0003
S -0.27 3.37 1.63 0.0126
O 0.95 3.04 0.77 0.1605
C -0.13 5.23 1.88 0.0196
H -2.06 2.69 -0.08 0.0000
H -1.60 4.46 0.03 0.0002
H -2.63 3.71 1.20 -0.0003
H -1.06 5.63 2.28 0.0023
H 0.11 5.76 0.96 0.0000
H 0.67 5.36 2.61 0.0000
Br 2.44 -3.87 3.32 0.0001
C 0.62 -4.04 2.53 0.0000
C -0.16 -2.98 3.25 0.0005
Br -0.79 -3.48 5.03 0.0003
H 0.11 -5.00 2.62 0.0000
H 0.87 -3.88 1.48 0.0000
H -1.01 -2.75 2.61 0.0005
H 0.46 -2.08 3.30 0.0000
Br -1.67 0.04 5.44 0.0005
C -2.43 1.39 4.16 0.0001
C -2.66 0.76 2.83 0.0013
Br -3.63 -0.90 3.11 0.0006
H -1.71 2.21 4.19 0.0000
H -3.34 1.76 4.64 0.0001
H -1.70 0.50 2.39 0.0015
H -3.25 1.35 2.14 0.0000
```

net charge = +2
E_LUMO (alpha / beta) = -4.497 / -9.206 eV
Kohn-Sham gap (alpha / beta) = 8.742 / 4.033 eV
⟨S²⟩ = 3.76
HOMO (alpha / beta) = -13.24 / -13.24 eV
multiplicity = 4

Record 3
Here is C20H55Fe2N7O11 as an isolated structure from the Open Molecules 2025 dataset. Energies are from ωB97M-V with the def2-TZVPD basis set.

Structure (XYZ):
```
95
Properties=species:S:1:pos:R:3:lowdin_spin:R:1
Fe -11.05 -29.81 25.81 3.7713
Fe -5.58 -29.85 25.26 3.7385
N -7.56 -32.17 24.59 0.0086
O -7.61 -33.31 24.94 0.0128
O -6.62 -31.41 25.11 0.1219
O -8.35 -31.64 23.83 0.0115
N -8.42 -28.32 24.54 0.0138
O -9.37 -28.99 25.05 0.0722
O -7.28 -28.78 24.64 0.0510
O -8.66 -27.33 23.90 0.0125
C -7.17 -23.47 21.55 0.0000
C -6.08 -24.42 21.96 0.0000
C -4.68 -23.92 21.66 0.0000
O -3.76 -24.94 21.97 0.0000
C -2.81 -24.58 22.97 0.0000
N -6.23 -24.65 23.41 0.0001
H -8.16 -23.88 21.76 0.0000
H -7.17 -23.27 20.47 0.0000
H -7.17 -22.52 22.09 0.0000
H -6.15 -25.36 21.39 0.0000
H -4.50 -22.98 22.21 0.0000
H -4.69 -23.68 20.59 0.0000
H -3.38 -24.33 23.87 0.0000
H -2.14 -23.76 22.72 0.0000
H -2.24 -25.49 23.16 0.0000
H -5.42 -25.14 23.76 0.0000
H -6.97 -25.32 23.57 0.0000
C -11.72 -26.27 21.11 0.0002
C -12.25 -27.54 21.76 0.0003
C -13.36 -28.20 20.97 0.0000
O -12.83 -28.66 19.76 0.0000
C -13.85 -28.98 18.82 0.0000
N -11.18 -28.50 22.13 0.0023
H -10.95 -25.79 21.70 0.0000
H -12.55 -25.57 20.98 0.0000
H -11.36 -26.47 20.10 0.0000
H -12.69 -27.26 22.73 0.0001
H -14.17 -27.48 20.81 0.0000
H -13.81 -29.02 21.54 0.0000
H -14.53 -28.14 18.66 0.0000
H -14.41 -29.83 19.22 0.0000
H -13.38 -29.22 17.88 0.0000
H -10.62 -28.63 21.28 0.0001
H -10.49 -28.01 22.69 -0.0001
C -12.58 -25.83 26.16 0.0013
C -11.63 -27.00 26.22 0.0024
C -11.41 -27.51 27.63 0.0024
O -10.88 -28.86 27.64 0.0513
C -10.98 -29.45 28.94 0.0053
N -12.14 -28.13 25.34 0.0537
H -12.34 -25.13 26.96 0.0003
H -13.63 -26.14 26.23 0.0001
H -12.49 -25.25 25.24 0.0000
H -10.67 -26.72 25.79 0.0000
H -12.36 -27.54 28.17 0.0004
H -10.75 -26.83 28.17 0.0005
H -10.36 -28.95 29.68 0.0013
H -10.68 -30.50 28.89 0.0006
H -12.02 -29.42 29.31 0.0003
H -12.03 -27.84 24.37 0.0040
H -13.14 -28.17 25.54 0.0066
C -5.41 -26.25 26.41 0.0009
C -4.25 -26.85 25.65 0.0048
C -2.92 -26.28 26.13 0.0003
O -3.01 -24.89 26.15 0.0002
C -1.90 -24.12 26.55 0.0000
N -4.18 -28.34 25.73 0.0270
H -5.18 -26.21 27.47 0.0000
H -6.34 -26.80 26.19 0.0002
H -5.64 -25.26 26.02 0.0001
H -4.34 -26.51 24.62 0.0003
H -2.13 -26.55 25.42 0.0000
H -2.73 -26.62 27.17 0.0000
H -1.04 -24.17 25.87 0.0000
H -1.62 -24.31 27.60 0.0000
H -2.22 -23.08 26.59 0.0000
H -3.34 -28.59 25.20 0.0075
H -3.89 -28.54 26.70 0.0075
C -6.57 -28.14 20.46 0.0000
C -6.86 -29.59 20.12 0.0003
C -5.96 -30.21 19.09 0.0000
O -6.42 -29.80 17.82 0.0000
C -5.58 -30.19 16.76 0.0000
N -6.85 -30.37 21.38 0.0033
H -7.12 -27.89 21.37 0.0000
H -6.93 -27.47 19.68 0.0000
H -5.51 -27.98 20.68 0.0000
H -7.87 -29.68 19.70 0.0002
H -5.98 -31.31 19.15 0.0000
H -4.90 -29.93 19.18 0.0000
H -5.85 -31.19 16.41 0.0000
H -4.54 -30.31 17.09 0.0000
H -5.62 -29.42 15.99 0.0000
H -7.64 -30.05 21.93 -0.0002
H -7.14 -31.33 21.20 0.0000
```

net charge = +2
E_LUMO (alpha / beta) = -7.272 / -7.527 eV
Kohn-Sham gap (alpha / beta) = 5.548 / 5.293 eV
⟨S²⟩ = 20.02
energy above the lowest of the compared OMol25 structures with the same formula, charge and spin = 0.00 kcal per mole
HOMO (alpha / beta) = -12.82 / -12.82 eV
multiplicity = 9

Record 4
Here is a 5-piece molecular cluster, C20H55N5O5 overall from the Open Molecules 2025 dataset. Energies are from ωB97M-V with the def2-TZVPD basis set.

Structure (XYZ):
```
85
Properties=species:S:1:pos:R:3:mulliken_charge:R:1
C 5.51 -13.43 -11.21 -0.8629
O 5.91 -14.78 -11.15 -0.3205
C 6.36 -15.29 -12.37 -0.7314
C 6.53 -16.80 -12.23 1.6317
C 7.64 -17.13 -11.22 -1.8440
N 6.89 -17.33 -13.56 -0.5061
H 4.72 -13.27 -10.47 0.2512
H 5.15 -13.17 -12.21 0.3789
H 6.34 -12.77 -10.91 0.2743
H 5.66 -15.04 -13.18 0.4536
H 7.35 -14.87 -12.63 0.3533
H 5.59 -17.18 -11.80 -0.5590
H 7.93 -18.18 -11.34 0.3685
H 7.31 -16.90 -10.21 0.3489
H 8.55 -16.57 -11.46 0.3973
H 6.07 -17.25 -14.17 0.2872
H 7.06 -18.33 -13.51 -0.0141
C 8.13 -20.79 -14.52 -1.0024
O 7.45 -20.40 -13.34 0.0748
C 6.76 -21.48 -12.73 -0.8540
C 5.98 -20.86 -11.59 0.5540
C 5.20 -21.91 -10.81 -1.7660
N 5.12 -19.75 -12.02 0.4224
H 7.46 -21.11 -15.33 0.2632
H 8.79 -21.64 -14.31 0.3929
H 8.77 -19.98 -14.88 0.2547
H 6.05 -21.88 -13.48 0.3053
H 7.46 -22.24 -12.39 0.4003
H 6.71 -20.42 -10.91 0.2412
H 5.85 -22.66 -10.35 0.4458
H 4.55 -22.50 -11.46 0.3187
H 4.62 -21.45 -10.00 0.3881
H 5.75 -18.99 -12.23 -0.1859
H 4.64 -19.97 -12.89 -0.1197
C 12.43 -20.63 -11.90 -0.6816
O 12.36 -20.21 -13.25 -0.3457
C 11.94 -21.22 -14.13 -0.1589
C 12.56 -21.05 -15.48 0.5735
C 12.10 -19.75 -16.11 -1.3553
N 12.13 -22.18 -16.33 -0.6776
H 12.94 -19.83 -11.35 0.2591
H 13.01 -21.55 -11.80 0.3326
H 11.43 -20.72 -11.47 0.2040
H 12.13 -22.22 -13.71 0.4892
H 10.84 -21.16 -14.23 -0.2751
H 13.65 -20.98 -15.42 0.2277
H 12.30 -18.93 -15.42 0.3062
H 11.03 -19.76 -16.30 0.2651
H 12.63 -19.54 -17.04 0.4201
H 12.61 -22.13 -17.22 0.2556
H 12.37 -23.06 -15.89 0.2135
C 5.46 -19.11 -16.52 -0.7125
O 4.60 -20.05 -15.89 -0.0638
C 3.89 -20.81 -16.86 -1.0481
C 2.49 -21.16 -16.44 0.7306
C 2.44 -21.76 -15.05 -1.1361
N 2.01 -22.16 -17.42 -0.7237
H 4.92 -18.19 -16.75 0.2479
H 5.89 -19.52 -17.44 0.4419
H 6.26 -18.87 -15.81 0.0065
H 3.85 -20.26 -17.81 0.4404
H 4.42 -21.76 -17.03 0.3603
H 1.87 -20.26 -16.43 0.2124
H 3.16 -22.57 -14.96 0.2678
H 1.44 -22.10 -14.83 0.3922
H 2.69 -21.00 -14.32 0.0623
H 1.05 -21.97 -17.71 0.2579
H 2.54 -22.07 -18.29 0.2408
C 2.46 -15.63 -12.06 -0.2023
O 1.88 -15.98 -10.84 -0.3582
C 1.15 -17.19 -10.85 -0.9059
C 2.01 -18.44 -11.03 1.4259
C 1.14 -19.68 -10.94 -1.6131
N 3.00 -18.44 -9.93 -0.8778
H 3.09 -16.42 -12.49 0.0235
H 3.08 -14.76 -11.89 -0.0121
H 1.69 -15.39 -12.81 0.3665
H 0.65 -17.23 -9.89 0.3826
H 0.40 -17.14 -11.66 0.3335
H 2.54 -18.36 -11.99 -0.1872
H 0.34 -19.54 -10.21 0.3739
H 1.69 -20.57 -10.64 0.3627
H 0.65 -19.88 -11.90 0.3614
H 3.47 -17.53 -9.97 0.3023
H 3.72 -19.11 -10.20 0.1551
```

E_LUMO = 0.663 eV
Kohn-Sham gap = 9.384 eV
energy above the lowest of the compared OMol25 structures with the same formula, charge and spin = 2.27 kcal per mole
SMILES string = COC[C@H](C)N.COC[C@H](C)N.COC[C@H](C)N.COC[C@H](C)N.COC[C@H](C)N
HOMO = -8.72 eV

Record 5
Here is a 5-piece molecular cluster, C20H55N5O5 overall from the Open Molecules 2025 dataset. Energies are from ωB97M-V with the def2-TZVPD basis set.

Structure (XYZ):
```
85
Properties=species:S:1:pos:R:3:mulliken_charge:R:1
C -28.28 -17.75 7.13 -0.7128
O -27.11 -17.26 6.50 -0.3461
C -25.93 -17.93 6.71 -0.9367
C -24.77 -16.85 6.73 0.8916
C -24.42 -16.31 5.32 -1.5877
N -23.62 -17.67 7.18 -0.5228
H -28.05 -17.45 8.15 0.3209
H -28.28 -18.80 6.84 0.2847
H -29.19 -17.27 6.75 0.2116
H -25.96 -18.55 7.61 0.4705
H -25.73 -18.70 5.96 0.3037
H -24.98 -16.10 7.50 0.1173
H -25.19 -15.77 4.76 0.3782
H -24.36 -17.16 4.64 0.4451
H -23.51 -15.72 5.21 0.3310
H -22.81 -17.13 7.47 0.3479
H -23.29 -18.20 6.39 0.3080
C -17.76 -12.55 5.86 -0.7858
O -18.63 -12.26 7.01 -0.2653
C -18.05 -11.56 8.12 -0.8750
C -18.89 -11.45 9.39 0.8523
C -20.11 -10.57 9.17 -1.3961
N -18.14 -10.78 10.45 -0.7368
H -16.72 -12.78 6.09 0.3403
H -17.67 -11.64 5.27 0.3197
H -18.31 -13.28 5.27 0.2041
H -17.15 -12.12 8.38 0.3673
H -17.72 -10.56 7.81 0.3499
H -19.22 -12.42 9.75 0.1830
H -20.84 -11.07 8.53 0.2568
H -19.85 -9.57 8.83 0.3112
H -20.76 -10.44 10.04 0.3799
H -17.21 -11.18 10.43 0.2314
H -18.56 -10.90 11.36 0.2517
C -21.38 -6.19 8.65 -0.6408
O -22.27 -5.12 8.35 -0.4308
C -23.61 -5.53 7.95 -0.6319
C -24.43 -5.90 9.25 0.8000
C -26.02 -5.91 9.02 -1.2301
N -24.17 -4.77 10.17 -0.8031
H -21.49 -6.88 7.81 0.3143
H -21.83 -6.73 9.48 0.2156
H -20.36 -5.88 8.86 0.3578
H -23.98 -4.63 7.47 0.3302
H -23.65 -6.35 7.22 0.3535
H -24.09 -6.79 9.77 -0.1631
H -26.34 -5.95 7.98 0.3440
H -26.59 -5.05 9.37 0.3694
H -26.39 -6.77 9.59 0.2097
H -24.55 -3.98 9.66 0.2716
H -23.18 -4.61 10.12 0.3292
C -20.75 -15.53 7.49 -0.6816
O -21.41 -16.49 8.29 -0.6118
C -21.39 -16.08 9.70 -0.7215
C -21.72 -17.39 10.49 0.5391
C -21.89 -17.02 11.97 -1.6207
N -20.75 -18.43 10.34 -0.7463
H -19.86 -15.16 8.00 0.3996
H -21.47 -14.76 7.21 0.0237
H -20.34 -16.01 6.60 0.3434
H -20.41 -15.68 9.96 0.4374
H -22.16 -15.32 9.74 0.2995
H -22.70 -17.70 10.14 0.2492
H -22.11 -17.96 12.46 0.4154
H -22.70 -16.30 12.08 0.3618
H -21.05 -16.62 12.54 0.3692
H -19.85 -18.21 10.75 0.2591
H -20.61 -18.43 9.34 0.3419
C -24.49 -13.07 7.19 -0.7075
O -24.01 -12.51 8.45 -0.0753
C -25.00 -11.65 9.04 -1.3393
C -24.39 -10.60 9.99 1.1010
C -25.42 -9.90 10.69 -1.7042
N -23.50 -9.77 9.15 -0.5765
H -25.32 -13.76 7.38 0.3453
H -23.72 -13.64 6.67 0.0196
H -24.68 -12.21 6.55 0.3989
H -25.70 -11.13 8.39 0.4745
H -25.71 -12.21 9.65 0.3846
H -23.77 -11.12 10.73 0.2723
H -26.07 -10.64 11.14 0.5175
H -26.00 -9.11 10.20 0.1529
H -24.86 -9.52 11.54 0.4348
H -22.91 -9.40 9.88 0.1693
H -23.00 -10.45 8.61 0.1856
```

E_LUMO = 0.535 eV
Kohn-Sham gap = 9.225 eV
energy above the lowest of the compared OMol25 structures with the same formula, charge and spin = 73.93 kcal per mole
SMILES string = COC[C@H](C)N.COC[C@H](C)N.COC[C@H](C)N.COC[C@H](C)N.COC[C@H](C)N
HOMO = -8.69 eV

| no. | molecular weight (Da) | strongest force on any atom (eV/Å) |
| --- | --- | --- |
| 1 | 768.17 | 3.18 |
| 2 | 1034.91 | 5.27 |
| 3 | 681.39 | 1.99 |
| 4 | 445.69 | 1.03 |
| 5 | 445.69 | 4.46 |